Record 1
{
  "formula": "C43H36F4N3PY",
  "method": "wB97M-V/def2-TZVPD",
  "species": ["Y", "P", "F", "F", "F", "F", "N", "N", "N", "C", "C", "C", "C", "C", "C", "C", "C", "C", "C", "C", "C", "C", "C", "C", "C", "C", "C", "C", "C", "C", "C", "C", "C", "C", "C", "C", "C", "C", "C", "C", "C", "C", "C", "C", "C", "C", "C", "C", "C", "C", "C", "C", "H", "H", "H", "H", "H", "H", "H", "H", "H", "H", "H", "H", "H", "H", "H", "H", "H", "H", "H", "H", "H", "H", "H", "H", "H", "H", "H", "H", "H", "H", "H", "H", "H", "H", "H", "H"],
  "positions_angstrom": [[0.75786, 0.88356, -0.64096], [-0.22684, -0.96544, 1.34244], [4.24686, 1.50776, 3.32084], [2.78006, 1.26166, 1.03454], [1.04216, 4.42706, 5.12034], [-0.47364, 4.19586, 2.93164], [-0.08314, -0.63604, -2.45266], [0.52116, 2.69436, 0.65174], [-0.43184, 2.80536, -2.08326], [-2.77504, -1.60444, 2.44474], [2.06636, -1.04714, 2.88414], [-4.09214, -1.29434, 2.74344], [-2.29954, -0.86054, -1.59216], [0.86836, -0.96374, -3.32566], [3.10246, 2.19626, 3.21654], [-1.56764, -2.30874, -3.40486], [2.69646, 3.00646, 4.25984], [-3.77714, 0.92556, 1.88794], [2.13276, -0.20804, -3.27816], [1.00406, -3.38534, 0.67974], [-2.83264, -2.92464, -3.39066], [0.73246, 3.57996, 2.95624], [-1.28424, -1.26564, -2.48326], [-4.60014, -0.03704, 2.45184], [2.81156, -1.02024, 4.04834], [-3.52084, -1.48384, -1.59656], [1.14686, 2.80836, 1.84004], [4.23096, 0.41676, -4.29756], [2.17856, -0.89624, 5.27464], [-1.86764, 2.66276, -2.35026], [2.40856, 0.60006, -2.14236], [-3.78724, -2.52754, -2.49426], [0.65426, -2.01004, -4.25926], [-0.37434, 3.76986, 0.23464], [0.04216, -0.86794, 4.17064], [-1.95464, -0.65434, 1.83894], [-1.37024, -3.32994, 0.31654], [3.03356, -0.27004, -4.34726], [0.67366, -0.99024, 2.93614], [-1.32184, -4.62004, -0.17866], [3.62726, 1.28846, -2.14666], [1.49236, 3.67776, 4.10664], [1.03916, -4.68424, 0.20434], [-2.46174, 0.61886, 1.58284], [2.34916, 2.09846, 2.06744], [-0.53774, -2.67034, -4.30096], [-0.21114, -2.70754, 0.77184], [0.25096, 2.95206, -3.37706], [0.79726, -0.82524, 5.33104], [4.54066, 1.18496, -3.18836], [-0.12124, -5.30634, -0.22736], [-0.19334, 4.01316, -1.26986], [0.29806, -0.73534, 6.28384], [2.57096, -1.10094, 1.92544], [-0.70344, -3.46624, -5.01216], [-4.75594, -3.00364, -2.48846], [-3.04264, -3.70004, -4.11426], [-2.04804, 1.74656, -2.91336], [2.79936, -0.82574, -5.24266], [1.33236, 3.00156, -3.22916], [-1.42654, 3.55176, 0.47534], [4.92056, 0.35506, -5.12546], [-0.07494, 3.86226, -3.89946], [1.97736, -5.21504, 0.17704], [-2.10124, -0.03734, -0.91036], [5.48016, 1.71946, -3.14226], [-2.23594, -5.08894, -0.51076], [2.76156, -0.84984, 6.18094], [-1.03434, -0.80154, 4.23194], [-1.80844, 1.37016, 1.14824], [-2.24924, 3.50746, -2.94056], [3.27906, 3.10696, 5.15664], [-4.29414, -1.17204, -0.90756], [-2.31614, -2.81154, 0.35384], [1.44326, -2.30464, -4.92996], [0.84406, 4.32326, -1.42706], [-2.38594, -2.58514, 2.67924], [-2.42664, 2.62096, -1.41606], [-4.72494, -2.04124, 3.20164], [0.02526, 2.09106, -4.00996], [-0.09394, -6.32084, -0.59226], [3.88716, -1.07574, 3.99444], [-5.63394, 0.19106, 2.66074], [-0.85444, 4.83306, -1.58326], [-4.16174, 1.91426, 1.68394], [3.88646, 1.93016, -1.30726], [-0.11814, 4.71076, 0.73154], [1.92346, -2.90984, 0.99534]],
  "e_above_lowest_kcal_mol": 2.6,
  "energy_ev": -70844.397,
  "e_homo_ha": -0.3727,
  "total_charge": 1,
  "molar_mass_g_mol": 790.65,
  "max_force_ev_per_a": 1.6
}

---

Record 2
{
  "formula": "C4H6N2OS",
  "method": "wB97M-V/def2-TZVPD",
  "species": ["S", "O", "N", "N", "C", "C", "C", "C", "H", "H", "H", "H", "H", "H"],
  "positions_angstrom": [[0.14913, 1.15594, -2.21649], [-0.66145, -0.70038, 1.75113], [-0.74948, -0.28739, -1.76041], [-1.31128, -0.93787, 0.50685], [0.56971, 0.05904, 1.63775], [0.84608, 1.40505, -0.63484], [0.71043, 0.41513, 0.22220], [-0.32687, -0.85367, -0.52850], [-0.68709, -0.94170, -2.53008], [1.37529, -0.60438, 1.98046], [0.50234, 0.92023, 2.30556], [-2.00592, -0.19766, 0.36540], [1.34480, 2.34880, -0.50872], [0.24431, -1.78115, -0.59032]],
  "e_above_lowest_kcal_mol": 90.4,
  "energy_ev": -20100.641,
  "spin_multiplicity": 3,
  "e_homo_ha": [-0.1750, -0.3248],
  "total_charge": 0,
  "molar_mass_g_mol": 130.17,
  "max_force_ev_per_a": 9.2
}

---

Record 3
{
  "formula": "C3H4N2O",
  "method": "wB97M-V/def2-TZVPD",
  "species": ["O", "N", "N", "C", "C", "C", "H", "H", "H", "H"],
  "positions_angstrom": [[0.87952, 1.50144, -0.23842], [-0.34863, 1.00249, 0.01356], [-2.06986, -0.78941, -0.15850], [0.35063, -1.16948, 0.03233], [1.67669, -1.42625, -0.17742], [-0.85633, -0.31229, 0.00433], [-0.85660, 1.89027, -0.07794], [-2.79577, -0.09386, -0.08853], [1.50419, 1.30577, 0.70599], [2.51617, -1.90869, -0.01540]],
  "e_above_lowest_kcal_mol": 164.1,
  "smiles": "[H]/N=C(/C#C)NO",
  "energy_ev": -8196.770,
  "e_homo_ha": -0.3344,
  "total_charge": 0,
  "molar_mass_g_mol": 84.08,
  "max_force_ev_per_a": 14.8
}

---

Record 4
{
  "formula": "C24H43FP2Tm",
  "method": "wB97M-V/def2-TZVPD",
  "species": ["Tm", "P", "P", "F", "C", "C", "C", "C", "C", "C", "C", "C", "C", "C", "C", "C", "C", "C", "C", "C", "C", "C", "C", "C", "C", "C", "C", "C", "H", "H", "H", "H", "H", "H", "H", "H", "H", "H", "H", "H", "H", "H", "H", "H", "H", "H", "H", "H", "H", "H", "H", "H", "H", "H", "H", "H", "H", "H", "H", "H", "H", "H", "H", "H", "H", "H", "H", "H", "H", "H", "H"],
  "positions_angstrom": [[0.02515, 1.02940, 1.97214], [4.17854, -0.04160, -1.03391], [1.82079, 0.40681, -2.84997], [1.64588, 2.10676, 2.48479], [4.62007, 0.50542, -2.78869], [-0.02733, -1.69041, 4.17041], [-3.79110, -0.28119, -1.07401], [-3.09538, 0.77528, -1.54247], [-1.23709, -2.42150, -1.74524], [-1.71202, 1.60970, 3.66071], [1.46533, 2.17175, -3.26116], [-0.72603, 0.77935, 4.28174], [-2.09558, 2.94841, 4.18000], [-1.81542, -0.47662, 2.67307], [5.91981, 0.19702, -0.48663], [-2.50569, -2.05428, -2.44854], [4.26555, -1.84763, -1.37211], [-2.35250, -1.67214, 1.98214], [-3.55457, 1.33210, 1.89460], [-0.45222, -1.53600, -1.11837], [-3.68300, -1.71130, -1.51477], [-0.75740, -0.50387, 3.64985], [-0.89087, -0.15950, -0.63928], [0.83370, -0.42912, -4.17011], [0.04418, 1.16822, 5.49197], [-1.60064, 0.72249, -1.70729], [3.46495, 0.29794, -3.75920], [-2.38644, 0.84790, 2.66091], [0.57306, -1.80297, -0.84080], [-3.40505, -1.52256, 1.71449], [-2.00264, 2.99230, 5.27885], [-1.33323, 0.35662, -2.69784], [-0.50704, -2.02738, 5.11223], [2.21183, 2.81878, -2.77939], [-4.68054, -0.11078, -0.45257], [0.39423, 0.29906, -4.86865], [-2.26120, -2.55226, 2.63027], [5.52323, -0.04874, -3.09396], [1.47408, 2.32536, -4.35181], [1.02637, -1.43523, 4.39187], [1.47124, -1.13670, -4.72083], [4.88993, 1.57187, -2.71869], [-0.98109, -3.48996, -1.76158], [4.48043, -2.35363, -0.42895], [0.47140, 2.42230, -2.86625], [-4.59945, -1.93028, -2.08715], [6.12925, 1.27138, -0.45070], [0.38465, 0.29393, 6.04736], [-3.40734, 1.17103, 0.81995], [-0.05065, -2.51805, 3.44535], [3.52991, -0.69212, -4.23803], [6.62527, -0.28150, -1.17699], [-1.82339, -1.94079, 1.05507], [-1.21973, 1.74956, -1.59415], [-1.46431, 3.74459, 3.76291], [-3.66941, -2.41768, -0.66345], [0.02219, 0.39996, -0.27192], [5.04653, -2.09558, -2.09603], [3.48991, 1.06148, -4.55234], [3.30873, -2.22791, -1.73347], [-2.36105, -1.25663, -3.18495], [-3.69703, 2.41128, 2.06164], [0.93008, 1.75248, 5.22178], [6.04708, -0.21163, 0.51921], [-0.57077, 1.77121, 6.16986], [-3.13495, 3.16529, 3.91037], [-2.80605, -2.92042, -3.05126], [0.03743, -1.01221, -3.69044], [-3.59328, 1.74372, -1.73114], [-4.49386, 0.82475, 2.16602], [-1.60544, -0.23534, 0.20552]],
  "e_above_lowest_kcal_mol": 3.3,
  "energy_ev": -76403.932,
  "spin_multiplicity": 3,
  "e_homo_ha": [-0.3794, -0.3794],
  "total_charge": 1,
  "molar_mass_g_mol": 581.49,
  "max_force_ev_per_a": 1.8
}

---

Record 5
{
  "formula": "C3H6INO",
  "method": "wB97M-V/def2-TZVPD",
  "species": ["I", "O", "N", "C", "C", "C", "H", "H", "H", "H", "H", "H"],
  "positions_angstrom": [[-1.28596, -3.38460, -0.90071], [-0.70126, -1.85204, 0.24945], [-1.01936, 1.02436, 1.18747], [0.34300, 0.73481, -1.00642], [1.32941, 0.83140, 0.23720], [-0.11327, 1.13207, 0.36769], [2.11828, 1.61511, 0.18707], [0.02483, -0.22301, -1.33645], [-0.96064, -2.25947, 1.12349], [-2.01996, 0.90950, 0.84524], [1.85639, 0.07391, 0.87620], [0.42853, 1.39795, -1.83023]],
  "e_above_lowest_kcal_mol": 73.2,
  "smiles": "N=C1CC1.OI",
  "energy_ev": -14842.864,
  "e_homo_ha": -0.3268,
  "total_charge": 0,
  "molar_mass_g_mol": 198.99,
  "max_force_ev_per_a": 3.3
}